{
  "formula": "S2",
  "method": "wB97M-V/def2-TZVPD",
  "species": ["S", "S"],
  "positions_angstrom": [[0.000, 0.000, 1.798], [0.000, 0.000, -1.798]],
  "atomic_forces_ev_per_a": [[0.000, 0.000, -2.710], [0.000, 0.000, 2.710]],
  "spin_multiplicity": 1,
  "relative_energy_kj_mol": 725.28,
  "largest_force_ev_per_a": 2.71,
  "total_charge": 0
}